The following is a quantum chemistry calculation of a 4-piece molecular cluster, C32H42BrF3O4S3 overall at a distorted geometry, from OMol25.

XYZ file:
```
85
Properties=species:S:1:pos:R:3:forces:R:3:lowdin_charge:R:1
Br 0.62862 4.36409 0.02732 -0.47 -1.03 -1.16 0.69
S 1.66711 0.19882 -2.29592 -0.01 -6.04 -4.30 0.86
S 3.98006 4.40777 -3.46961 -1.04 0.51 -0.55 0.75
S 3.48816 3.28753 -0.57266 0.37 -0.93 0.28 0.66
F 3.75205 -5.86048 -7.03817 0.22 -0.18 -0.14 0.06
F -2.06174 0.88629 6.29251 0.14 -0.03 -0.02 0.04
F -0.91073 -3.00517 -1.08990 0.00 -0.39 -0.15 0.03
O 2.61068 1.57073 -2.63205 -2.33 -1.00 1.60 -0.28
O 2.49716 -1.04351 -2.80510 -2.13 5.14 2.48 -0.38
O -1.35398 2.11917 1.54889 2.04 -2.09 -0.22 -0.24
O 0.30624 0.12937 -3.02801 3.94 1.76 3.10 -0.34
C -4.08538 -2.68487 -2.81344 0.09 -0.31 0.31 -0.08
C -1.25493 2.75704 3.96892 0.57 0.78 -1.29 -0.21
C 1.98152 -3.51576 -4.91236 -0.12 -0.21 -0.17 -0.07
C 0.69294 1.43870 0.04653 0.02 1.34 0.62 -0.29
C -4.87538 -1.36139 6.72310 0.03 0.44 0.20 -0.08
C -3.23560 0.39935 6.71624 -1.04 -0.44 0.39 -0.29
C 2.19668 2.75908 -1.87665 0.66 2.60 -0.50 -0.78
C 0.96941 -1.32944 0.04294 -0.25 -1.38 -0.74 -0.20
C 2.21476 3.99916 -2.99955 -1.58 -1.19 -1.01 -0.45
C -4.01462 1.15273 7.58737 0.07 0.04 -0.04 -0.02
C -2.17223 -3.24944 -1.46883 -1.29 -0.30 -0.43 -0.28
C -5.23946 0.64832 8.02369 0.17 -0.30 -0.26 -0.08
C 2.85804 -2.43466 1.58649 -0.09 -0.03 0.43 -0.14
C 0.68096 -3.67069 -5.39453 -0.01 -0.10 -0.09 -0.09
C 1.35747 -1.77341 1.59952 0.10 0.56 -1.37 -0.21
C 1.52653 0.13002 -0.40512 0.35 0.16 1.22 -0.26
C -4.17435 -4.57315 -1.30032 0.13 0.38 -0.26 -0.08
C -0.87758 1.26585 0.40954 -1.57 0.43 -0.49 -0.14
C 0.77285 2.66208 -1.09207 0.73 -0.83 0.16 -0.54
C -2.77414 -2.42686 -2.41455 0.12 0.06 0.01 -0.01
C -0.09055 2.97210 5.10109 -1.09 0.65 0.96 -0.15
C -3.65560 -0.85177 6.27811 0.06 0.02 -0.03 -0.02
C 4.21716 6.26176 -3.35387 0.25 0.25 0.79 -0.51
C -4.78489 -3.75548 -2.25449 0.04 -0.03 0.05 -0.10
C -5.66740 -0.60859 7.59360 0.05 -0.02 -0.04 -0.10
C -0.87622 1.58979 2.83470 -0.64 0.88 1.78 -0.21
C 3.02170 -4.26219 -5.46545 0.00 -0.08 -0.09 -0.01
C 4.97025 6.55821 -1.91468 -0.28 1.15 -0.42 -0.20
C 0.41804 -4.56729 -6.43316 0.38 0.16 0.25 -0.09
C 1.46046 -5.30543 -6.99360 0.05 -0.07 -0.05 -0.03
C 2.75199 -5.14772 -6.50294 -0.86 0.64 0.48 -0.30
C -2.85912 -4.32154 -0.90987 0.08 0.02 0.05 -0.02
H -0.59651 -4.68905 -6.80439 0.19 0.00 0.03 0.10
H 3.59623 -1.61816 2.00999 -1.29 -2.00 -0.65 0.08
H -4.56126 -2.05234 -3.55892 0.13 -0.09 0.15 0.11
H -1.42808 0.59813 3.12862 1.04 1.62 -0.79 0.13
H 1.54764 4.90787 -2.69723 1.55 -1.65 -0.21 0.08
H 3.25760 -2.74260 0.52532 -1.07 0.71 1.95 0.08
H 0.28002 1.42577 2.90883 -2.01 0.27 -0.51 0.11
H 4.03705 -4.16082 -5.09678 -0.08 -0.02 -0.07 0.12
H 1.70509 3.52607 -3.96997 1.06 1.02 2.07 0.11
H -1.26057 0.19254 0.64763 1.15 1.68 -0.58 0.13
H -2.36582 -4.95082 -0.17631 -0.01 0.08 -0.07 0.12
H 4.78824 3.05394 -1.04840 -1.68 -0.12 -0.24 -0.10
H -0.07574 2.59474 -1.89520 1.51 0.25 1.71 0.13
H -3.66252 2.12398 7.91876 0.00 -0.09 -0.07 0.12
H 0.51454 -2.53101 1.96224 1.96 1.77 -0.67 0.12
H 2.18440 -2.81430 -4.10670 -0.04 -0.13 -0.20 0.07
H -1.30449 3.77143 3.34332 0.09 -2.24 1.23 0.12
H 5.77446 5.72184 -1.68151 -1.80 1.83 -0.51 0.07
H 1.38920 -0.79288 2.23914 -0.33 -2.05 -0.87 0.10
H -2.33261 2.60795 4.41278 2.32 0.11 -0.72 0.11
H -3.03097 -1.41852 5.59541 -0.02 0.08 0.08 0.11
H -0.18885 -1.50987 -0.18150 2.94 1.10 0.68 0.10
H -4.72264 -5.40414 -0.86354 0.14 0.14 -0.07 0.10
H -0.23152 4.08335 5.51419 0.38 -2.42 -0.82 0.08
H -6.62079 -1.00454 7.93689 0.19 0.08 -0.07 0.10
H -2.21882 -1.59358 -2.83215 0.04 -0.08 0.04 0.11
H 4.18448 6.67100 -1.03141 1.73 -0.54 -1.92 0.08
H -1.49890 1.66372 -0.53030 1.26 -0.97 2.14 0.15
H 1.27663 -6.00038 -7.80643 0.06 0.05 0.08 0.11
H 2.82759 -3.42507 2.22757 0.41 2.21 -1.08 0.08
H 3.16251 6.76439 -3.45927 2.22 -0.77 0.24 0.09
H -5.80923 -3.95480 -2.56202 0.20 0.04 0.06 0.10
H -0.13167 -3.09189 -4.96072 0.17 -0.08 -0.06 0.10
H -0.28916 2.25721 6.02988 0.79 1.48 -2.15 0.07
H 1.00950 2.90344 4.70843 -2.21 -0.09 0.58 0.08
H -5.20912 -2.34185 6.39257 0.09 0.19 0.03 0.11
H 1.23696 1.89601 1.00566 -1.16 -1.15 -2.15 0.12
H -5.85951 1.23416 8.69796 0.15 -0.09 -0.12 0.11
H 1.52390 -2.13373 -0.64377 -1.25 1.91 1.34 0.12
H 5.49674 7.61304 -2.03489 -0.89 -2.19 0.44 0.08
H 4.92227 6.57173 -4.25433 -1.62 -0.72 1.89 0.09
H 2.62675 0.23897 0.04687 -2.21 -0.13 -1.52 0.16
```
Forces are in eV/Å.

Strongest force on any atom = 7.41 eV/A
2S+1 = 1
E_LUMO = 0.132 eV
E_tot = -5613.3477 hartree
Frontier orbital gap = 8.687 eV
E_HOMO = -0.3144 Eh
Structure (SMILES) = CCCOC[C@@H]1[C@@H](Br)[C@](S)(CSCC)OS(=O)(=O)[C@@H]1CCC.Fc1ccccc1.Fc1ccccc1.Fc1ccccc1

---

The following is a quantum chemistry calculation of C32H42Cl2MnNOP3 as an isolated structure at a distorted geometry, from OMol25.

XYZ file:
```
82
Properties=species:S:1:pos:R:3:forces:R:3:mulliken_spin:R:1
Mn -3.73067 -0.33032 1.10309 0.28 0.17 -1.14 2.30
Cl -5.76102 0.06855 1.89870 0.67 0.25 -0.18 0.04
Cl -3.35149 -2.19282 -0.14937 0.30 -0.08 0.25 -0.02
P 2.35381 -1.26994 -1.02198 2.33 0.81 -0.79 0.07
P -1.21738 3.63550 2.09775 -0.04 -0.50 0.10 0.00
P -4.12096 0.43114 -1.20002 -0.73 0.06 0.50 -0.09
O 0.74824 1.38408 1.51163 0.59 0.54 -0.44 0.06
N -2.99933 -1.39660 2.63956 -0.81 -1.74 1.93 -0.01
C -0.37516 1.22047 0.62495 1.02 0.60 -0.56 0.15
C 3.65224 -1.75799 0.15597 -0.19 0.02 0.66 0.00
C -3.30501 -2.20768 3.41869 0.61 1.94 -1.64 0.01
C 0.67403 -1.06677 -0.43126 -1.22 -1.27 0.03 0.02
C -3.78187 -3.15378 4.39583 -0.29 -0.66 0.62 0.00
C -2.75115 4.49261 2.56714 -0.30 -0.30 -0.17 0.00
C 4.81054 -2.44525 -0.27080 -0.45 0.16 0.17 0.00
C 4.16287 0.82086 -1.37329 -0.33 0.16 -0.08 0.00
C -4.14708 2.25346 -1.31724 -0.02 0.01 -0.28 -0.01
C 1.98150 1.04740 -2.44454 0.30 0.38 0.01 0.00
C 4.67693 -1.43180 2.32102 -0.21 0.13 0.06 0.00
C -1.56517 1.89541 1.40796 0.70 0.06 0.00 -0.06
C -2.76453 1.38018 1.65318 -0.92 -0.75 0.33 -0.06
C -5.81797 -0.12721 -1.59046 0.14 0.16 0.00 0.00
C 2.41656 2.22886 -3.04844 -0.14 -0.10 0.08 0.00
C 2.85728 0.35860 -1.59903 0.13 0.00 0.02 0.00
C -0.23286 3.58805 3.61230 0.24 -0.21 0.09 0.00
C 5.82229 -2.11799 1.90837 -0.33 0.05 -0.34 0.00
C -0.12535 -0.14166 0.05484 -0.88 -0.08 0.48 0.50
C 3.58191 -1.25273 1.46565 0.90 -0.53 -0.37 0.00
C 3.54389 -1.92853 -3.48888 -0.25 0.21 0.17 0.00
C 2.33070 -3.72012 -2.39953 0.06 0.14 -0.15 0.00
C 3.96232 -2.81264 -4.48363 -0.15 -0.13 0.23 0.00
C -5.22425 -3.63011 4.07867 -0.03 0.18 -0.17 0.00
C 3.70386 2.71496 -2.80732 0.06 -0.08 0.06 0.00
C -3.16894 -0.16236 -2.64731 0.23 0.01 0.11 0.00
C 2.70455 -2.36800 -2.44579 -0.45 -0.40 -0.15 0.00
C 4.57252 2.01021 -1.96923 -0.09 0.00 -0.03 0.00
C 2.76555 -4.59919 -3.39574 -0.03 0.04 0.04 0.00
C 5.87553 -2.62999 0.60763 -0.08 0.13 0.16 0.00
C 3.57559 -4.15448 -4.44493 -0.04 0.18 0.17 0.00
C -0.39173 4.76549 0.94558 0.17 -0.16 -0.39 0.00
H -5.25489 -4.12609 3.10390 0.00 0.10 0.16 0.00
H -6.50317 0.30717 -0.85346 0.08 -0.11 -0.26 0.00
H 0.64621 2.95211 3.44103 -0.27 0.21 0.12 0.00
H 0.17679 -2.04316 -0.58521 -0.14 0.21 0.09 0.05
H 4.63116 -1.02011 3.32587 0.00 -0.11 -0.14 0.00
H -3.39223 4.65343 1.68888 0.17 -0.13 0.24 0.00
H -5.90904 -2.77441 4.05533 0.15 -0.21 -0.01 0.00
H 4.84667 0.24998 -0.74618 -0.15 0.21 -0.14 0.00
H 2.47562 -5.64567 -3.35315 0.01 0.19 0.04 0.00
H 1.56142 1.04887 1.07343 -0.64 0.49 0.29 -0.02
H -5.58212 -4.33926 4.83530 0.29 0.25 -0.13 0.00
H -0.32557 1.81188 -0.32257 0.52 0.23 0.41 0.04
H 1.71549 -4.08056 -1.57448 0.11 -0.07 -0.24 0.00
H 4.04160 3.64109 -3.28223 -0.17 -0.37 0.17 0.00
H -3.74714 -2.65442 5.37449 0.05 -0.17 -0.20 0.00
H -3.42148 1.93247 2.35022 0.17 -0.02 -0.62 -0.01
H -3.55875 0.26777 -3.58644 0.11 -0.07 0.47 0.00
H 2.69681 -0.73048 1.79631 -0.09 0.03 0.20 0.00
H -0.15379 5.72132 1.44136 -0.16 -0.45 0.00 0.00
H -3.29861 3.89997 3.31259 0.12 0.18 -0.22 0.00
H 3.88563 -0.89414 -3.51831 -0.14 -0.26 -0.07 0.00
H -4.77959 2.63865 -0.50530 0.11 -0.09 -0.26 0.00
H 3.91815 -4.84780 -5.22409 -0.22 0.32 0.42 0.00
H 0.54694 4.32127 0.58440 -0.26 0.12 0.08 0.00
H -4.53373 2.58613 -2.29439 0.14 -0.02 0.38 0.00
H 5.57839 2.37375 -1.77877 -0.16 0.01 -0.10 0.00
H -3.09291 -4.00918 4.42195 -0.10 0.23 0.02 0.00
H -1.04757 4.98520 0.08882 0.20 -0.17 0.26 0.00
H -5.83636 -1.21826 -1.48629 -0.03 0.23 -0.05 0.00
H 6.67047 -2.24963 2.58510 -0.36 0.06 -0.22 0.00
H 0.98387 0.65071 -2.64350 0.25 0.15 -0.01 -0.01
H -3.24619 -1.25771 -2.68236 0.01 0.41 0.00 0.00
H 4.88459 -2.82247 -1.28546 -0.03 0.00 0.15 0.00
H 1.74093 2.76075 -3.71363 0.17 -0.04 0.09 0.00
H -0.83873 3.16715 4.42793 0.17 0.04 -0.29 0.00
H -3.12503 2.63160 -1.16868 -0.28 -0.05 -0.10 0.00
H -2.52883 5.47755 3.01082 0.21 -0.44 -0.19 0.00
H 4.59710 -2.45051 -5.28700 -0.08 -0.03 0.15 0.00
H -6.09979 0.15659 -2.61656 0.07 -0.06 0.37 0.00
H -2.10986 0.10343 -2.52671 -0.21 -0.06 -0.12 -0.01
H 0.08991 4.59870 3.90608 -0.17 -0.28 -0.21 0.00
H 6.75688 -3.17152 0.27124 -0.18 0.12 0.04 0.00
```
Forces are in eV/Å.

Strongest force on any atom = 2.72 eV/A
2S+1 = 4
E_LUMO (spin up / spin down) = -5.707 / -6.030 eV
E_tot = -4469.4072 hartree
Total charge = +2
Frontier orbital gap (spin up / spin down) = 7.911 / 7.268 eV
E_HOMO (spin up / spin down) = -0.5005 / -0.4887 Eh

---

Which of these has the lowest 2S+1?
C32H42BrF3O4S3

---

The lowest 2S+1 belongs to which entry?
C32H42BrF3O4S3

---

Among the records above, which one has the highest 2S+1?
C32H42Cl2MnNOP3

---

Among the records above, which one has the lowest 2S+1?
C32H42BrF3O4S3